The following is a DFT calculation (ωB97M-V with the def2-TZVPD basis set) of a cluster of 3 separate species, C5H12O in total.

Geometry (Å):
C -0.7880 1.3126 0.0622
C -1.0766 0.1122 -0.4456
C -1.7780 -0.9229 0.3711
H -0.7937 2.1845 -0.5718
H -0.7846 1.4649 1.1377
H -1.0118 -0.0565 -1.5212
H -1.5062 -0.8609 1.4291
H -1.6639 -1.9503 0.0222
H -2.8333 -0.6419 0.2795
C 1.4786 1.7137 -0.1357
O 2.0883 0.7781 0.3226
H 1.3036 1.8486 -1.2196
H 1.2175 2.5837 0.4863
C 1.2432 -1.5279 -0.0405
H 0.5407 -0.7082 -0.2159
H 1.6318 -1.4548 0.9777
H 2.0645 -1.4360 -0.7516
H 0.6678 -2.4387 -0.1863

Summary:
- Structure (SMILES): C=CC.C=O.C
- Energy relative to the best compared isomer or geometry (same formula, charge and spin): 72.8 kcal/mol
- Multiplicity: 1

Mulliken atomic charge list, values in e, 4 entries:
1. C -1.1195
2. C 0.1655
3. C -1.1370
4. H 0.4563

---

The following is a DFT calculation (ωB97M-V with the def2-TZVPD basis set) of the molecule C5H12O.

Geometry (Å):
C 1.9767 -0.3885 -0.4172
O 1.1609 -0.0169 0.6636
C -0.2043 0.0819 0.2752
C -0.4024 1.0732 -0.9657
C -0.7558 -1.3108 -0.0738
C -0.9281 0.6560 1.5060
H 1.5703 0.0863 -1.3145
H 1.9992 -1.4764 -0.5894
H 2.9897 -0.0198 -0.2349
H 0.1824 0.9526 -1.8956
H -1.4328 0.9832 -1.3175
H -0.2199 2.1144 -0.6747
H -0.2546 -1.7171 -0.9576
H -0.6316 -2.0406 0.7392
H -1.8241 -1.2355 -0.2942
H -1.1906 -0.0965 2.2637
H -0.2996 1.4056 2.0001
H -1.8560 1.1315 1.1827

Summary:
- Structure (SMILES): COC(C)(C)C
- Energy relative to the best compared isomer or geometry (same formula, charge and spin): 19.4 kcal/mol
- Multiplicity: 1

Mulliken atomic charge list, values in e, 4 entries:
1. C -0.6594
2. O -0.4340
3. C 1.5205
4. C -1.4922

---

The following is a DFT calculation (ωB97M-V with the def2-TZVPD basis set) of the molecule C5H12O.

Geometry (Å):
C 1.9460 -0.1805 1.6591
C 1.5006 -0.1035 0.2009
C 0.2171 0.7180 0.1392
C -0.5837 0.7515 -1.1633
O -1.9531 0.5825 -0.8223
C -2.3944 -0.7498 -0.8274
H 2.2376 0.8096 2.0260
H 2.7856 -0.8576 1.8274
H 1.1081 -0.5176 2.2776
H 1.2968 -1.1087 -0.1963
H 2.3058 0.3173 -0.4166
H -0.5095 0.2540 0.8199
H 0.3997 1.7325 0.5183
H -0.5305 1.7107 -1.6873
H -0.2471 -0.0334 -1.8630
H -3.1048 -0.8990 -0.0092
H -1.5721 -1.4677 -0.7092
H -2.9019 -0.9584 -1.7738

Summary:
- Structure (SMILES): CCCCOC
- Energy relative to the best compared isomer or geometry (same formula, charge and spin): 23.2 kcal/mol
- Multiplicity: 1

Mulliken atomic charge list, values in e, 4 entries:
1. C -1.2366
2. C -0.1773
3. C -0.4426
4. C -0.6531

---

The following is a DFT calculation (ωB97M-V with the def2-TZVPD basis set) of a cluster of 3 separate species, C5H12O in total.

Geometry (Å):
C -0.1591 1.2168 1.3867
C -0.8085 0.3898 0.5649
C -1.2394 0.8004 -0.8181
C -1.1448 -1.0231 0.9543
H 0.0865 2.2367 1.0969
H 0.1427 0.9023 2.3835
H -0.8743 1.7977 -1.0829
H -2.3340 0.8048 -0.8953
H -0.8722 0.0845 -1.5647
H -2.2265 -1.1957 0.8854
H -0.8223 -1.2521 1.9739
H -0.6576 -1.7322 0.2723
H 0.7886 -1.6543 -2.7948
H 1.2474 -1.5933 -2.2093
C 2.2142 0.0605 -0.0361
O 2.2153 -1.1438 -0.1089
H 2.5763 0.5974 0.8612
H 1.8678 0.7035 -0.8691

Summary:
- Structure (SMILES): C=C(C)C.[H][H].C=O
- Energy relative to the best compared isomer or geometry (same formula, charge and spin): 55.1 kcal/mol
- Multiplicity: 1

Mulliken atomic charge list, values in e, 4 entries:
1. C -1.1107
2. C 0.9839
3. C -1.1517
4. C -1.2048

---

| no. | energy (Eh) |
| --- | --- |
| 1 | -272.83260 |
| 2 | -272.91779 |
| 3 | -272.91172 |
| 4 | -272.86090 |